Model A:
{"formula": "C10H15NO2", "method": "ωB97M-V/def2-TZVPD", "e_homo_ha": -0.3167, "smiles": "Cc1ccc(O)cc1.CCC(N)=O", "total_charge": 0, "elements": ["C", "C", "C", "C", "C", "O", "C", "C", "H", "H", "H", "H", "H", "H", "H", "H", "C", "C", "C", "N", "O", "H", "H", "H", "H", "H", "H", "H"], "coordinates": [[-2.265, -2.306, -1.367], [-1.013, -1.502, -1.374], [0.180, -2.239, -1.070], [1.407, -1.598, -1.331], [1.435, -0.264, -1.744], [2.819, 0.150, -1.993], [0.206, 0.474, -1.978], [-0.948, -0.212, -1.763], [-3.188, -1.892, -1.152], [-2.159, -3.155, -0.559], [-2.475, -2.830, -2.307], [-0.085, -3.153, -0.612], [2.348, -2.041, -1.129], [2.944, 1.090, -2.164], [0.268, 1.518, -2.454], [-1.953, 0.301, -1.596], [-0.505, 0.317, 1.653], [-0.851, 1.686, 2.207], [0.549, 2.582, 2.122], [1.766, 1.992, 2.328], [0.593, 3.776, 1.964], [0.082, -0.350, 2.335], [0.154, 0.235, 0.659], [-1.400, -0.240, 1.480], [-1.511, 2.376, 1.719], [-0.936, 1.625, 3.292], [2.566, 2.569, 2.318], [1.972, 1.088, 2.518]]}



Model B:
{"formula": "C10H15NO2", "method": "ωB97M-V/def2-TZVPD", "e_homo_ha": -0.3129, "smiles": "Cc1ccc(O)cc1.CCC(N)=O", "total_charge": 0, "elements": ["C", "C", "C", "C", "C", "O", "C", "C", "H", "H", "H", "H", "H", "H", "H", "H", "C", "C", "C", "N", "O", "H", "H", "H", "H", "H", "H", "H"], "coordinates": [[-1.251, 2.618, -0.553], [0.061, 2.038, -0.090], [0.238, 1.616, 1.232], [1.385, 0.913, 1.553], [2.297, 0.527, 0.591], [3.397, -0.197, 1.002], [2.088, 0.843, -0.754], [0.972, 1.602, -1.048], [-1.152, 2.883, -1.600], [-1.661, 3.513, -0.084], [-2.040, 1.881, -0.415], [-0.584, 1.698, 1.930], [1.496, 0.464, 2.526], [4.017, -0.160, 0.264], [2.866, 0.563, -1.437], [0.776, 1.920, -2.067], [-2.399, -2.327, 1.403], [-2.501, -1.471, 0.184], [-1.456, -1.663, -0.934], [-0.278, -2.252, -0.621], [-1.698, -1.204, -2.030], [-1.399, -2.577, 1.757], [-2.769, -3.347, 1.204], [-3.080, -2.042, 2.205], [-3.393, -1.605, -0.434], [-2.496, -0.391, 0.348], [0.547, -2.087, -1.172], [-0.091, -2.579, 0.309]]}



Q: Which of them is the least stable? A: model A.



Model A:
{"formula": "C28H81N3O11", "method": "ωB97M-V/def2-TZVPD", "e_homo_ha": -0.2305, "total_charge": 0, "elements": ["C", "C", "O", "H", "H", "H", "H", "H", "H", "C", "C", "O", "H", "H", "H", "H", "H", "H", "C", "C", "O", "H", "H", "H", "H", "H", "H", "C", "C", "O", "H", "H", "H", "H", "H", "H", "C", "C", "O", "H", "H", "H", "H", "H", "H", "C", "C", "O", "H", "H", "H", "H", "H", "H", "C", "C", "O", "H", "H", "H", "H", "H", "H", "C", "C", "O", "H", "H", "H", "H", "H", "H", "C", "C", "C", "O", "C", "N", "H", "H", "H", "H", "H", "H", "H", "H", "H", "H", "H", "C", "C", "C", "O", "C", "N", "H", "H", "H", "H", "H", "H", "H", "H", "H", "H", "H", "C", "C", "C", "O", "C", "N", "H", "H", "H", "H", "H", "H", "H", "H", "H", "H", "H"], "coordinates": [[20.607, -0.791, 9.526], [19.768, -1.396, 8.359], [18.451, -0.807, 8.558], [20.382, 0.245, 9.778], [21.673, -0.798, 9.301], [20.338, -1.279, 10.463], [19.787, -2.486, 8.365], [20.194, -0.997, 7.439], [17.924, -1.399, 9.100], [17.498, -2.147, 5.845], [17.189, -0.925, 6.708], [18.392, -0.142, 6.826], [16.587, -2.732, 5.965], [18.332, -2.711, 6.264], [17.699, -1.917, 4.799], [16.813, -1.041, 7.725], [16.385, -0.423, 6.171], [18.997, -0.540, 7.457], [21.576, 0.719, 5.151], [20.339, 0.436, 4.283], [20.547, 0.721, 2.903], [22.436, 0.106, 4.879], [21.392, 0.498, 6.202], [21.818, 1.778, 5.057], [19.528, 1.066, 4.649], [20.004, -0.580, 4.494], [20.587, 1.680, 2.907], [18.672, 3.816, 3.814], [18.827, 4.859, 4.875], [19.872, 5.799, 4.620], [18.325, 4.237, 2.870], [17.938, 3.167, 4.291], [19.490, 3.110, 3.673], [19.063, 4.333, 5.801], [17.908, 5.442, 4.924], [19.465, 6.665, 4.545], [22.645, 5.108, 6.809], [22.105, 5.279, 5.389], [21.185, 4.289, 5.092], [23.227, 6.014, 6.978], [23.112, 4.160, 7.075], [21.875, 5.214, 7.572], [22.867, 5.401, 4.619], [21.643, 6.264, 5.456], [20.385, 4.677, 4.732], [15.551, 2.920, 6.999], [16.530, 3.727, 7.896], [17.034, 2.920, 8.902], [14.606, 2.677, 7.485], [15.932, 1.920, 6.792], [15.305, 3.319, 6.014], [15.873, 4.448, 8.383], [17.375, 4.230, 7.425], [17.619, 2.291, 8.473], [22.924, -0.651, 8.039], [22.951, 0.558, 8.875], [22.790, 1.844, 8.266], [22.888, -1.647, 8.481], [23.788, -0.730, 7.379], [22.012, -0.669, 7.441], [23.881, 0.533, 9.444], [22.098, 0.478, 9.549], [21.871, 1.909, 7.995], [16.195, -0.453, 9.868], [16.355, -1.931, 10.057], [17.659, -2.349, 9.998], [16.440, -0.194, 8.838], [16.771, 0.157, 10.563], [15.181, -0.158, 10.139], [15.889, -2.322, 9.153], [15.861, -2.294, 10.958], [17.830, -3.057, 10.624], [19.799, 2.601, 11.951], [21.294, 3.024, 12.021], [22.001, 2.736, 10.679], [21.457, 3.594, 9.696], [22.457, 3.941, 8.710], [21.268, 4.455, 12.315], [19.629, 1.524, 11.954], [19.334, 2.804, 10.986], [19.083, 3.041, 12.645], [21.747, 2.520, 12.874], [21.810, 1.697, 10.411], [23.083, 2.638, 10.768], [23.025, 4.700, 9.249], [22.067, 4.277, 7.749], [23.106, 3.111, 8.432], [20.521, 4.828, 11.746], [22.175, 4.769, 12.002], [19.144, 2.231, 9.467], [18.754, 1.921, 8.058], [19.799, 1.096, 7.286], [21.089, 1.712, 7.193], [21.130, 2.922, 6.415], [17.524, 1.161, 8.067], [18.369, 2.853, 9.915], [19.917, 2.987, 9.609], [19.242, 1.341, 10.088], [18.724, 2.867, 7.518], [19.330, 1.020, 6.305], [19.828, 0.106, 7.741], [22.158, 2.962, 6.055], [21.041, 3.736, 7.136], [20.422, 2.961, 5.587], [17.496, 0.623, 8.921], [17.439, 0.418, 7.389], [21.296, 6.284, 10.156], [19.805, 6.187, 10.485], [19.051, 4.990, 9.727], [19.267, 4.876, 8.310], [18.635, 5.855, 7.552], [19.642, 6.195, 11.914], [21.900, 5.406, 10.382], [21.759, 7.184, 10.561], [21.380, 6.564, 9.106], [19.242, 7.041, 10.109], [17.999, 5.124, 9.981], [19.369, 4.034, 10.142], [19.219, 6.765, 7.688], [17.587, 5.964, 7.833], [18.766, 5.621, 6.495], [20.007, 7.087, 12.216], [18.653, 6.280, 12.104]]}



Model B:
{"formula": "C28H81N3O11", "method": "ωB97M-V/def2-TZVPD", "e_homo_ha": -0.3472, "smiles": "COC[C@H](C)N.COC[C@H](C)N.COC[C@H](C)N.CCO.CCO.CCO.CCO.CCO.CCO.CCO.CCO", "total_charge": 0, "elements": ["C", "O", "C", "C", "C", "N", "H", "H", "H", "H", "H", "H", "H", "H", "H", "H", "H", "C", "O", "C", "C", "C", "N", "H", "H", "H", "H", "H", "H", "H", "H", "H", "H", "H", "C", "O", "C", "C", "C", "N", "H", "H", "H", "H", "H", "H", "H", "H", "H", "H", "H", "C", "C", "O", "H", "H", "H", "H", "H", "H", "C", "C", "O", "H", "H", "H", "H", "H", "H", "C", "C", "O", "H", "H", "H", "H", "H", "H", "C", "C", "O", "H", "H", "H", "H", "H", "H", "C", "C", "O", "H", "H", "H", "H", "H", "H", "C", "C", "O", "H", "H", "H", "H", "H", "H", "C", "C", "O", "H", "H", "H", "H", "H", "H", "C", "C", "O", "H", "H", "H", "H", "H", "H"], "coordinates": [[5.415, 3.433, 5.637], [4.341, 2.639, 6.098], [3.116, 3.240, 5.911], [2.155, 2.513, 6.827], [0.743, 3.057, 6.399], [2.349, 2.947, 8.186], [6.431, 3.112, 5.869], [5.303, 4.405, 6.118], [5.387, 3.626, 4.564], [3.133, 4.316, 6.085], [2.844, 3.196, 4.856], [2.171, 1.434, 6.675], [0.617, 2.767, 5.356], [0.618, 4.140, 6.425], [-0.130, 2.573, 6.838], [2.345, 3.955, 8.246], [3.310, 2.693, 8.365], [0.231, 0.927, -2.595], [1.609, 0.263, -2.680], [1.851, -0.500, -1.487], [2.227, 0.274, -0.123], [3.588, 0.857, -0.219], [2.176, -0.504, 1.076], [-0.526, 0.266, -2.172], [-0.254, 1.207, -3.530], [0.275, 1.855, -2.025], [1.002, -1.180, -1.406], [2.704, -1.159, -1.648], [1.545, 1.118, -0.020], [4.362, 0.097, -0.323], [3.810, 1.155, 0.806], [3.840, 1.715, -0.841], [2.600, 0.118, 1.749], [2.917, -1.188, 1.128], [-3.220, 4.585, 1.578], [-4.574, 4.253, 1.253], [-4.952, 2.899, 1.554], [-6.459, 2.781, 1.150], [-7.311, 3.575, 2.148], [-6.990, 1.411, 1.161], [-2.644, 5.177, 0.867], [-2.671, 3.652, 1.706], [-3.171, 5.053, 2.561], [-4.301, 2.260, 0.957], [-4.790, 2.668, 2.607], [-6.593, 3.318, 0.211], [-7.189, 3.180, 3.156], [-8.332, 3.595, 1.767], [-6.876, 4.568, 2.266], [-6.271, 0.912, 0.657], [-6.713, 1.000, 2.042], [5.070, -3.358, 6.995], [4.793, -4.296, 5.822], [5.126, -3.756, 4.548], [6.136, -3.135, 7.025], [4.619, -3.783, 7.892], [4.637, -2.438, 6.601], [3.747, -4.590, 5.725], [5.424, -5.177, 5.941], [6.067, -3.568, 4.574], [-5.856, 0.222, -4.922], [-6.672, -0.533, -5.948], [-6.001, -1.735, -6.429], [-4.939, 0.529, -5.426], [-5.536, -0.341, -4.046], [-6.467, 1.057, -4.577], [-6.731, 0.096, -6.836], [-7.668, -0.555, -5.505], [-6.038, -1.866, -7.379], [1.238, -5.848, 0.217], [0.302, -7.062, 0.045], [-0.147, -7.502, 1.270], [2.030, -5.979, 0.954], [0.658, -4.999, 0.579], [1.723, -5.505, -0.697], [0.703, -7.957, -0.432], [-0.516, -6.854, -0.644], [0.432, -8.039, 1.816], [1.991, -5.940, -7.060], [2.735, -5.239, -5.896], [4.084, -5.088, -6.219], [0.904, -5.870, -7.055], [2.206, -7.007, -7.117], [2.374, -5.541, -8.000], [2.526, -5.830, -5.004], [2.353, -4.229, -5.754], [4.228, -4.148, -6.352], [1.011, 7.330, -3.306], [1.730, 8.495, -3.935], [0.719, 9.478, -3.996], [0.056, 7.195, -3.812], [0.812, 7.321, -2.234], [1.575, 6.413, -3.478], [2.078, 8.411, -4.965], [2.569, 8.728, -3.279], [1.170, 10.274, -4.286], [-3.244, -1.530, 4.913], [-2.057, -2.109, 4.116], [-1.804, -1.284, 3.034], [-4.192, -1.685, 4.398], [-3.132, -0.447, 4.953], [-3.302, -2.026, 5.882], [-2.266, -3.140, 3.832], [-1.131, -2.098, 4.690], [-0.859, -1.243, 2.870], [4.768, 1.759, -7.344], [4.254, 0.291, -7.344], [4.513, -0.253, -6.030], [5.825, 1.973, -7.501], [4.634, 2.296, -6.406], [4.315, 2.283, -8.186], [4.708, -0.350, -8.100], [3.253, 0.287, -7.777], [3.705, -0.060, -5.550], [-4.671, -4.117, -2.224], [-4.465, -4.014, -0.696], [-4.615, -2.668, -0.305], [-4.194, -3.292, -2.752], [-5.692, -4.132, -2.606], [-4.308, -5.093, -2.546], [-3.440, -4.307, -0.467], [-5.130, -4.672, -0.136], [-3.778, -2.401, 0.083]]}



Q: Which of them is the least stable? A: model A.



Model A:
{"formula": "C2H8S2", "method": "ωB97M-V/def2-TZVPD", "e_homo_ha": -0.2998, "smiles": "CSS.C", "total_charge": 0, "elements": ["C", "S", "S", "H", "H", "H", "H", "C", "H", "H", "H", "H"], "coordinates": [[0.079, -1.753, 0.353], [1.079, -0.244, 0.538], [2.057, 1.007, -0.866], [0.031, -2.222, -0.623], [-0.900, -1.357, 0.581], [0.266, -2.418, 1.189], [1.264, 0.711, -1.906], [-5.396, 0.501, 0.654], [-5.179, 1.554, 0.477], [-5.710, 0.170, -0.329], [-6.237, 0.574, 1.335], [-4.551, -0.047, 1.036]]}



Model B:
{"formula": "C2H8S2", "method": "ωB97M-V/def2-TZVPD", "e_homo_ha": -0.3277, "smiles": "CSS.C", "total_charge": 0, "elements": ["C", "S", "S", "H", "H", "H", "H", "C", "H", "H", "H", "H"], "coordinates": [[-3.068, 3.556, 0.934], [-1.813, 3.851, 2.193], [-0.626, 5.341, 1.341], [-2.786, 2.748, 0.152], [-3.309, 4.537, 0.477], [-3.906, 3.203, 1.552], [0.286, 4.372, 1.141], [3.087, -5.492, -1.548], [3.072, -6.559, -1.391], [3.604, -5.231, -2.487], [3.459, -5.020, -0.664], [1.998, -5.306, -1.700]]}



Q: Which of them is the least stable? A: model A.